1.
A cluster of 3 separate species, C3H12O3 in total. Source: the OMol25 dataset; level of theory: ωB97M-V/def2-TZVPD.

Geometry as XYZ:
```
18
C3H12O3, DFT ωB97M-V/def2-TZVPD
C 1.190 -0.157 1.214
C 0.882 -0.535 -0.198
C -0.239 0.299 -0.807
O 2.090 -0.402 -1.012
H 2.113 -0.571 1.608
H 1.319 0.930 1.272
H 0.367 -0.251 1.910
H 0.489 -1.552 -0.255
H -1.082 0.287 -0.112
H 0.062 1.340 -0.937
H -0.605 -0.089 -1.761
H 1.651 -0.347 -1.873
O -7.017 -0.886 -0.237
H -6.116 -0.563 -0.120
H -7.415 -0.181 -0.765
O 3.998 1.008 1.068
H 4.808 1.195 0.577
H 3.505 0.475 0.428
```

## Properties
ΔE to the lowest compared entry with this formula, charge and spin   6.1 kcal per mole
Frontier orbital gap   0.410 hartree
SMILES   CC(C)O.O.O
Electronic energy   -347.19888 a.u.
Charge   0
HOMO level   -10.59 eV



2.
A cluster of 3 separate species, C3H12O3 in total. Source: the OMol25 dataset; level of theory: ωB97M-V/def2-TZVPD.

Geometry as XYZ:
```
18
C3H12O3, DFT ωB97M-V/def2-TZVPD
C 1.447 -1.952 1.939
O 1.983 -2.103 3.260
H 0.497 -1.419 1.979
H 2.113 -1.522 1.191
H 1.123 -2.937 1.604
H 2.884 -2.423 3.179
C 0.738 -0.535 -1.976
O 1.019 0.271 -0.823
H 0.094 -1.329 -1.598
H 0.135 0.005 -2.706
H 1.626 -0.911 -2.485
H 0.221 0.639 -0.437
C -2.644 2.345 -0.369
O -1.271 2.115 -0.422
H -2.912 2.581 0.661
H -2.882 3.148 -1.066
H -3.188 1.465 -0.711
H -0.982 2.563 -1.220
```

## Properties
ΔE to the lowest compared entry with this formula, charge and spin   38.0 kcal per mole
Frontier orbital gap   0.391 hartree
SMILES   CO.CO.CO
Electronic energy   -347.14796 a.u.
Charge   0
HOMO level   -9.95 eV



3.
A cluster of 4 separate species, C3H12O4 in total. Source: the OMol25 dataset; level of theory: ωB97M-V/def2-TZVPD.

Geometry as XYZ:
```
19
C3H12O4, DFT ωB97M-V/def2-TZVPD
C 0.355 2.921 -0.884
C -0.339 1.597 -1.089
C -0.348 0.650 -0.151
O -0.819 -0.575 -0.536
H -0.271 3.579 -0.276
H 0.588 3.443 -1.811
H 1.285 2.746 -0.338
H -0.770 1.284 -2.032
H -0.173 0.848 0.895
H -0.958 -1.166 0.211
H -3.027 -0.523 2.460
H -1.894 0.343 3.184
O -2.230 0.009 2.335
H 2.656 0.168 -0.555
H 3.737 -0.926 -0.530
O 2.801 -0.789 -0.407
H -0.084 -2.950 -0.790
H 0.774 -2.293 0.254
O 0.263 -3.121 0.099
```

## Properties
ΔE to the lowest compared entry with this formula, charge and spin   44.5 kcal per mole
Multiplicity   2
Frontier orbital gap (spin up / spin down)   0.060 / 0.319 hartree
Electronic energy   -422.37613 a.u.
Charge   -1
⟨S²⟩   0.75
HOMO level (spin up / spin down)   1.22 / -5.18 eV



4.
A cluster of 4 separate species, C3H12O4 in total. Source: the OMol25 dataset; level of theory: ωB97M-V/def2-TZVPD.

Geometry as XYZ:
```
19
C3H12O4, DFT ωB97M-V/def2-TZVPD
C 3.190 -2.081 0.309
C 1.932 -1.587 0.981
C 1.071 -0.788 0.380
O -0.129 -0.346 0.922
H 3.960 -1.382 0.619
H 3.030 -2.280 -0.753
H 3.454 -3.097 0.667
H 1.871 -1.707 2.063
H 1.299 -0.370 -0.635
H -0.610 -1.177 0.961
O -4.166 0.863 -1.167
H -4.999 1.000 -1.613
H -4.332 0.972 -0.222
O -3.518 1.232 1.623
H -4.114 1.795 2.120
H -3.366 0.428 2.132
O 2.830 1.855 -2.590
H 2.530 1.028 -2.964
H 3.567 2.258 -3.050
```

## Properties
ΔE to the lowest compared entry with this formula, charge and spin   37.5 kcal per mole
Frontier orbital gap   0.353 hartree
SMILES   C/C=C/O.O.O.O
Electronic energy   -422.40165 a.u.
Charge   0
HOMO level   -9.01 eV



5.
A cluster of 4 separate species, C3H12O4S in total. Source: the OMol25 dataset; level of theory: ωB97M-V/def2-TZVPD.

Geometry as XYZ:
```
20
C3H12O4S, DFT ωB97M-V/def2-TZVPD
O 2.558 2.626 -0.014
C 2.988 2.158 -1.018
C 2.464 0.786 -1.467
C 1.025 0.676 -0.808
S 0.324 -0.924 -1.173
H 3.667 2.627 -1.687
H 3.127 -0.125 -1.245
H 2.449 0.870 -2.558
H 1.197 0.912 0.268
H 0.165 1.451 -1.293
H 0.935 -1.972 -0.641
O -1.593 0.746 2.257
H -2.191 0.049 2.695
H -1.510 1.404 2.889
O -3.679 -0.786 -2.099
H -3.507 -0.521 -1.148
H -2.782 -1.149 -2.357
O -2.221 -2.736 3.061
H -1.507 -3.003 2.376
H -1.910 -3.088 3.962
```

## Properties
ΔE to the lowest compared entry with this formula, charge and spin   40.1 kcal per mole
Frontier orbital gap   0.343 hartree
SMILES   O=CCCS.O.O.O
Electronic energy   -820.57085 a.u.
Charge   0
HOMO level   -8.97 eV



6.
A cluster of 4 separate species, C3H12O5 in total. Source: the OMol25 dataset; level of theory: ωB97M-V/def2-TZVPD.

Geometry as XYZ:
```
20
C3H12O5, DFT ωB97M-V/def2-TZVPD
O 0.196 -0.737 1.596
C 0.527 -1.462 0.674
C -0.338 -1.483 -0.549
C 0.200 -2.016 -1.839
O 0.826 -1.002 -2.613
H 1.379 -2.149 0.782
H -1.347 -1.728 -0.284
H -0.555 -0.350 -0.700
H 0.888 -2.853 -1.874
H -0.616 -2.461 -2.431
H 1.752 -0.860 -2.404
O 1.846 1.634 1.200
H 1.336 1.074 1.800
H 2.758 1.810 1.430
O -1.633 2.485 -0.682
H -0.885 2.208 -0.136
H -2.072 3.060 -0.037
O -1.535 1.786 2.279
H -0.593 1.707 2.116
H -2.134 1.338 1.674
```

## Properties
ΔE to the lowest compared entry with this formula, charge and spin   50.8 kcal per mole
Frontier orbital gap   0.399 hartree
SMILES   O=CCCO.O.O.O
Electronic energy   -497.64656 a.u.
Charge   0
HOMO level   -10.37 eV



7.
A cluster of 4 separate species, C3H12O5 in total. Source: the OMol25 dataset; level of theory: ωB97M-V/def2-TZVPD.

Geometry as XYZ:
```
20
C3H12O5, DFT ωB97M-V/def2-TZVPD
C 1.111 3.705 1.324
C 0.855 2.308 1.854
C 1.263 1.303 0.828
O 2.086 0.423 0.911
O 0.547 1.471 -0.293
H 0.343 4.104 0.631
H 2.035 3.786 0.726
H 1.305 4.447 2.093
H 1.570 2.212 2.692
H -0.188 2.185 2.150
H 0.822 0.899 -1.009
O -2.651 -3.156 -1.193
H -1.898 -3.808 -1.310
H -2.965 -3.179 -0.284
O -0.486 -4.461 -1.269
H 0.026 -3.758 -1.689
H -0.352 -5.283 -1.744
O -0.879 -1.048 -1.813
H -1.826 -0.858 -1.709
H -0.719 -1.293 -0.895
```

## Properties
ΔE to the lowest compared entry with this formula, charge and spin   11.3 kcal per mole
Frontier orbital gap   0.398 hartree
SMILES   CCC(=O)O.O.O.O
Electronic energy   -497.70953 a.u.
Charge   0
HOMO level   -10.36 eV



8.
A cluster of 2 separate species, C3H13N2 in total. Source: the OMol25 dataset; level of theory: ωB97M-V/def2-TZVPD.

Geometry as XYZ:
```
18
C3H13N2, DFT ωB97M-V/def2-TZVPD
C 1.282 1.491 1.682
N 1.047 0.064 1.459
H 0.389 2.074 1.434
H 1.441 1.774 2.726
H 2.112 1.820 1.064
H 0.609 -0.299 -0.076
H 0.475 -0.331 2.203
H 1.892 -0.500 1.504
C -1.954 -0.152 -0.908
C -0.906 -1.172 -1.319
N 0.477 -0.607 -1.135
H -1.793 0.785 -1.449
H -2.925 -0.550 -1.188
H -1.891 0.102 0.148
H -0.943 -2.066 -0.696
H -1.032 -1.473 -2.356
H 1.202 -1.243 -1.458
H 0.518 0.282 -1.636
```

## Properties
ΔE to the lowest compared entry with this formula, charge and spin   15.0 kcal per mole
Frontier orbital gap   0.419 hartree
Electronic energy   -231.37247 a.u.
Charge   +1
HOMO level   -14.53 eV



no.,largest force on an atom (eV Å⁻¹)
1,1.6
2,1.7
3,1.4
4,1.5
5,4.1
6,2.8
7,2.0
8,1.2